Entry from OMol25: a structure of composition C42H42Cl3GeLaN6O4S at a distorted geometry (wB97M-V/def2-TZVPD).

Geometry as XYZ:
```
100
Properties=species:S:1:pos:R:3:mulliken_charge:R:1
La -0.969 -1.967 -0.390 1.74
N 2.508 -5.006 1.274 -0.36
C 1.218 -4.568 0.950 0.00
S 1.042 -4.189 -0.713 -0.34
N 0.294 -4.587 1.862 -1.04
N -0.966 -4.018 1.406 0.63
C -1.906 -4.436 2.181 -0.79
C -3.279 -4.392 1.810 0.67
C -4.173 -5.102 2.681 -0.85
C -5.489 -5.153 2.452 -0.53
C -6.083 -4.547 1.303 -0.45
C -5.265 -3.882 0.439 -0.68
C -3.864 -3.674 0.690 0.26
O -3.167 -2.920 -0.074 0.13
H 2.985 -5.479 0.524 0.24
H 2.533 -5.446 2.142 0.23
H -1.592 -4.876 3.155 0.16
H -3.799 -5.592 3.567 0.31
H -6.155 -5.787 3.038 0.29
H -7.159 -4.690 1.161 0.36
H -5.614 -3.320 -0.431 0.32
N 0.881 -1.342 1.465 0.24
C 1.915 -0.392 1.212 -0.24
C 2.934 -0.090 2.114 -0.63
C 3.942 0.828 1.725 -0.94
C 3.804 1.639 0.692 -0.38
C 2.632 1.525 -0.150 0.66
C 2.190 2.403 -1.143 -1.16
C 0.850 2.250 -1.671 -0.67
C 0.218 1.026 -1.554 -0.65
N 1.051 -0.147 -1.143 1.84
C 1.893 0.284 0.011 -0.62
H 1.240 -2.105 1.961 0.31
H 0.304 -0.910 2.220 0.12
H 3.144 -0.740 2.967 0.27
H 4.828 0.872 2.269 0.43
H 4.613 2.289 0.271 0.23
H 2.846 3.208 -1.434 0.41
H 0.223 3.056 -2.123 0.24
H -0.848 0.891 -1.608 0.36
Cl -4.070 -3.385 -7.782 -0.27
C -3.264 -2.885 -6.326 0.41
C -3.975 -2.226 -5.354 -0.82
C -3.323 -1.946 -4.153 0.49
Cl -3.991 -0.993 -2.879 -0.13
C -1.963 -2.243 -3.905 -0.99
O -1.256 -1.830 -2.871 0.09
C -1.362 -3.044 -4.867 0.76
Cl 0.281 -3.675 -4.794 -0.21
C -1.988 -3.356 -6.066 -0.81
H -4.990 -1.934 -5.488 0.48
H -1.303 -3.818 -6.811 0.32
C 2.822 6.288 3.158 -1.33
C 1.337 6.069 3.269 1.14
C 0.526 6.998 3.939 -0.98
C -0.831 6.659 4.037 -0.44
C -1.336 5.421 3.637 -0.67
C -0.513 4.560 2.894 -0.30
N -1.028 3.342 2.395 0.04
C -1.942 3.254 1.337 0.66
C -2.388 4.338 0.592 -0.58
C -3.217 4.180 -0.589 -0.61
C -3.829 2.911 -0.820 -0.83
C -3.418 1.890 0.020 -0.40
C -2.508 2.019 1.059 0.61
C -1.919 0.780 1.594 -0.20
O -1.365 0.754 2.725 -0.90
O -1.945 -0.233 0.807 -0.12
C 0.851 4.836 2.786 1.09
C 1.781 4.018 2.032 -0.88
H 3.136 6.331 2.088 0.26
H 3.383 5.412 3.512 0.31
H 3.174 7.254 3.614 0.34
H 0.986 7.901 4.351 0.33
H -1.507 7.351 4.536 0.35
H -2.404 5.250 3.551 0.40
H -0.589 2.478 2.587 0.37
H -1.959 5.290 0.842 0.44
H -3.403 5.090 -1.186 0.35
H -4.571 2.739 -1.618 0.36
H -3.638 0.855 -0.219 0.37
H 1.355 3.084 1.681 -0.65
H 2.710 3.669 2.646 0.15
H 2.205 4.472 1.176 0.45
C 4.180 -2.324 -0.415 -0.92
Ge 3.591 -1.544 -2.128 0.85
C 4.909 -0.116 -2.535 -1.37
C 3.761 -2.797 -3.584 -1.30
C 1.809 -0.733 -2.242 -1.19
H 4.917 -3.091 -0.610 0.45
H 3.413 -2.821 0.152 0.00
H 4.691 -1.550 0.167 0.34
H 5.806 -0.626 -2.728 0.52
H 5.012 0.452 -1.550 0.32
H 4.599 0.555 -3.323 0.33
H 4.867 -2.936 -3.677 0.36
H 3.490 -2.357 -4.542 0.38
H 3.209 -3.740 -3.523 0.26
H 1.105 -1.347 -2.806 0.30
H 2.123 0.136 -2.899 0.14
```

Results
- DFT total energy: -167149.978 eV
- Net charge: -2
- Gap between HOMO and LUMO: 4.98 eV
- Energy above the lowest of the compared OMol25 structures with the same formula, charge and spin: 30.7 kcal/mol

---

Entry from OMol25: a structure of composition C42H42CuO3P2 at a distorted geometry (wB97M-V/def2-TZVPD).

Geometry as XYZ:
```
90
Properties=species:S:1:pos:R:3:mulliken_charge:R:1
Cu -0.988 1.417 -2.670 -1.30
C -2.042 1.404 -4.306 0.24
C -1.706 0.081 -3.987 -0.72
C -0.432 -0.590 -4.452 -0.89
C 0.811 0.357 -4.405 -1.62
C 0.877 1.296 -3.229 0.93
C 0.381 2.612 -3.289 0.54
C -0.122 3.144 -4.606 -1.25
C -1.217 2.244 -5.252 -1.25
C 2.216 -0.337 2.406 -0.87
H -3.055 1.764 -4.082 0.61
H -2.522 -0.574 -3.653 0.56
H -0.542 -0.978 -5.480 0.53
H -0.229 -1.505 -3.865 0.36
H 1.726 -0.250 -4.445 0.48
H 0.813 0.961 -5.318 0.22
H 1.588 1.024 -2.442 0.04
H 0.642 3.330 -2.504 0.77
H 0.694 3.178 -5.344 0.36
H -0.482 4.179 -4.511 0.39
H -1.874 2.884 -5.853 0.51
H -0.711 1.580 -5.963 0.28
H 1.288 0.191 2.639 -0.08
H 3.076 0.199 2.833 0.53
H 2.188 -1.363 2.804 0.36
P -1.484 -1.409 0.734 1.55
P 2.433 -0.424 0.634 2.27
C -0.146 -1.219 -0.411 -0.14
C 1.214 -1.340 -0.281 -1.47
C -2.394 -2.959 0.781 0.22
C -2.640 -3.597 -0.454 -0.62
C -3.564 -4.636 -0.555 -0.68
C -4.230 -5.090 0.591 -0.38
C -3.980 -4.495 1.831 -0.61
C -3.068 -3.439 1.922 -0.38
C -2.659 -0.131 0.267 -0.13
C -2.381 0.922 -0.631 1.13
C -2.914 2.172 -0.285 -0.67
C -4.190 2.181 0.300 -0.67
C -4.765 0.964 0.707 -0.72
C -3.957 -0.175 0.791 -0.38
C 4.004 -1.347 0.539 0.21
C 3.981 -2.738 0.745 -0.55
C 5.183 -3.459 0.820 -0.59
C 6.415 -2.809 0.663 -0.49
C 6.439 -1.423 0.501 -0.72
C 5.246 -0.695 0.502 -0.57
C 2.876 1.184 -0.065 0.23
C 2.447 2.368 0.549 -0.66
C 2.848 3.593 0.017 -0.63
C 3.630 3.629 -1.138 -0.71
C 4.069 2.459 -1.754 -0.54
C 3.682 1.231 -1.223 -0.21
H -0.536 -1.144 -1.454 -0.13
H 1.689 -1.986 -1.049 0.44
H -2.125 -3.239 -1.345 0.41
H -3.769 -5.085 -1.529 0.40
H -4.938 -5.910 0.513 0.37
H -4.510 -4.841 2.722 0.40
H -2.880 -2.979 2.889 0.36
H -2.178 0.631 -1.702 -0.54
H -2.362 3.098 -0.510 0.46
H -4.753 3.107 0.393 0.48
H -5.823 0.888 0.943 0.45
H -4.323 -1.106 1.231 0.46
H 3.021 -3.250 0.870 0.41
H 5.154 -4.534 1.004 0.38
H 7.349 -3.374 0.701 0.36
H 7.384 -0.896 0.383 0.40
H 5.287 0.395 0.452 0.35
H 1.819 2.324 1.441 0.17
H 2.551 4.512 0.518 0.41
H 3.929 4.587 -1.558 0.36
H 4.721 2.479 -2.628 0.41
H 4.024 0.309 -1.701 0.44
O -1.611 2.816 3.822 -0.72
C -1.576 1.738 4.631 0.13
C -1.961 1.858 5.970 -0.70
C -1.883 0.750 6.810 -0.32
C -1.442 -0.487 6.324 -0.96
C -1.071 -0.630 4.998 -0.32
C -1.145 0.466 4.129 0.60
C -0.932 0.339 2.714 0.38
O -1.004 -0.978 2.239 0.05
O -0.737 1.279 1.936 -0.29
H -1.236 2.520 2.946 0.33
H -2.314 2.829 6.326 0.45
H -2.165 0.865 7.856 0.38
H -1.408 -1.348 6.995 0.40
H -0.713 -1.572 4.596 0.51
```

Results
- Multiplicity: 2
- DFT total energy: -113587.109 eV
- Expectation value of S²: 0.76
- Gap between HOMO and LUMO (alpha / beta): 4.14 / 4.25 eV

---

Entry from OMol25: a cluster of 14 separate species, C42H42F14O42 in total at a distorted geometry (wB97M-V/def2-TZVPD).

Geometry as XYZ:
```
140
Properties=species:S:1:pos:R:3:mulliken_charge:R:1
C -6.589 -3.907 -2.090 -0.35
C -7.933 -3.153 -2.202 0.26
O -8.786 -4.201 -2.526 -0.33
C -8.132 -5.212 -3.162 0.70
O -8.645 -6.148 -3.762 -0.54
O -6.849 -4.957 -3.043 -0.32
F -7.955 -2.247 -3.214 -0.28
H -6.506 -4.254 -1.060 0.28
H -5.735 -3.267 -2.307 0.31
H -8.291 -2.643 -1.307 0.29
C 2.353 -7.407 -5.171 -0.45
C 3.155 -7.477 -3.869 0.25
O 2.491 -8.542 -3.303 -0.30
C 1.315 -8.738 -3.903 0.66
O 0.520 -9.653 -3.617 -0.59
O 1.100 -7.863 -4.777 -0.27
F 2.963 -6.351 -3.155 -0.28
H 2.815 -8.047 -5.922 0.33
H 2.355 -6.336 -5.371 0.31
H 4.228 -7.599 -4.017 0.34
C 7.067 0.745 -2.106 -0.49
C 7.925 -0.303 -1.392 0.31
O 8.446 -0.978 -2.500 -0.31
C 7.688 -0.711 -3.624 0.63
O 7.708 -1.258 -4.700 -0.52
O 6.837 0.257 -3.353 -0.28
F 7.019 -1.125 -0.751 -0.29
H 7.567 1.695 -2.296 0.31
H 6.245 0.983 -1.431 0.30
H 8.539 0.090 -0.582 0.34
C 2.885 -7.205 2.625 -0.32
C 2.243 -8.608 2.513 0.35
O 0.900 -8.385 2.238 -0.32
C 0.638 -6.980 2.299 0.67
O -0.494 -6.581 1.938 -0.55
O 1.767 -6.303 2.596 -0.30
F 2.274 -9.339 3.692 -0.30
H 3.727 -6.970 1.975 0.29
H 3.337 -7.106 3.612 0.25
H 2.654 -9.253 1.736 0.22
C 3.404 4.176 -7.509 -0.48
C 2.468 4.306 -8.683 0.31
O 3.196 3.495 -9.545 -0.34
C 4.533 3.505 -9.273 0.71
O 5.448 3.083 -9.963 -0.56
O 4.670 4.078 -8.132 -0.31
F 2.348 5.550 -9.052 -0.28
H 3.110 3.332 -6.885 0.32
H 3.386 5.082 -6.905 0.31
H 1.515 3.857 -8.403 0.34
C -4.694 -1.513 5.163 -0.38
C -4.889 -2.649 6.182 0.25
O -6.273 -3.049 5.930 -0.32
C -6.574 -2.746 4.583 0.67
O -7.632 -3.014 3.976 -0.54
O -5.527 -2.010 4.104 -0.28
F -4.683 -2.257 7.415 -0.25
H -3.634 -1.521 4.909 0.28
H -5.061 -0.556 5.535 0.31
H -4.283 -3.535 5.991 0.27
C -5.301 5.208 2.247 -0.34
C -6.647 4.676 2.543 0.22
O -6.476 3.369 2.119 -0.28
C -5.694 3.327 1.100 0.70
O -5.540 2.360 0.317 -0.62
O -5.002 4.461 1.060 -0.29
F -7.617 5.352 1.816 -0.28
H -4.713 4.764 3.050 0.27
H -5.162 6.276 2.082 0.32
H -6.878 4.565 3.602 0.29
C -0.935 -2.346 -9.908 -0.38
C 0.066 -1.560 -10.741 0.30
O 1.227 -1.600 -9.791 -0.34
C 0.759 -1.782 -8.495 0.72
O 1.449 -1.673 -7.491 -0.57
O -0.478 -2.136 -8.547 -0.34
F -0.267 -0.261 -10.888 -0.25
H -0.998 -3.412 -10.127 0.30
H -1.922 -1.885 -9.921 0.27
H 0.278 -2.029 -11.701 0.28
C 1.412 7.882 -0.311 -0.31
C 0.254 8.437 -1.141 0.30
O 0.860 9.311 -2.060 -0.29
C 2.118 9.158 -2.052 0.72
O 2.974 9.934 -2.538 -0.58
O 2.404 8.065 -1.327 -0.34
F -0.519 9.200 -0.436 -0.29
H 1.379 6.797 -0.212 0.22
H 1.515 8.382 0.652 0.26
H -0.282 7.635 -1.648 0.32
C 2.499 -3.023 10.794 -0.45
C 2.299 -4.546 10.599 0.29
O 1.918 -4.517 9.205 -0.29
C 1.476 -3.352 8.867 0.67
O 1.097 -3.111 7.740 -0.58
O 1.619 -2.414 9.798 -0.30
F 1.210 -5.038 11.296 -0.27
H 3.543 -2.724 10.701 0.32
H 2.085 -2.773 11.771 0.30
H 3.224 -5.028 10.914 0.31
C -1.878 3.867 9.616 -0.37
C -0.469 4.395 9.561 0.25
O -0.018 3.852 8.370 -0.27
C -1.008 3.779 7.471 0.70
O -0.765 3.670 6.242 -0.57
O -2.182 3.866 8.174 -0.31
F 0.298 3.888 10.521 -0.28
H -2.487 4.593 10.156 0.28
H -1.832 2.918 10.149 0.28
H -0.480 5.485 9.551 0.29
C 0.073 -0.984 -0.468 -0.46
C 0.554 -0.201 0.700 0.37
O 0.579 1.102 0.180 -0.30
C 0.400 1.108 -1.155 0.68
O 0.415 2.117 -1.833 -0.59
O 0.231 -0.113 -1.586 -0.29
F 1.807 -0.596 0.921 -0.29
H -0.987 -1.051 -0.225 0.29
H 0.535 -1.965 -0.576 0.31
H -0.147 -0.361 1.519 0.28
C 5.500 2.937 6.132 -0.40
C 5.189 3.303 4.685 0.35
O 6.311 2.725 4.035 -0.30
C 7.259 2.454 4.892 0.72
O 8.470 2.206 4.675 -0.61
O 6.851 2.732 6.052 -0.32
F 5.119 4.624 4.533 -0.28
H 4.972 2.018 6.385 0.27
H 5.401 3.678 6.926 0.26
H 4.256 2.807 4.418 0.30
C -5.736 3.119 -5.526 -0.42
C -4.382 2.778 -6.056 0.42
O -3.901 4.005 -6.361 -0.28
C -4.460 4.885 -5.558 0.66
O -4.007 5.986 -5.201 -0.58
O -5.652 4.460 -5.133 -0.32
F -4.507 2.136 -7.163 -0.29
H -5.887 2.653 -4.552 0.24
H -6.547 2.762 -6.161 0.29
H -3.794 2.143 -5.393 0.28
```

Results
- DFT total energy: -168268.529 eV
- Gap between HOMO and LUMO: 10.18 eV
- Energy above the lowest of the compared OMol25 structures with the same formula, charge and spin: 222.8 kcal/mol

---

Q: Which of these has the highest DFT total energy?
A: C42H42CuO3P2